[1]
Density functional theory data (wB97M-V/def2-TZVPD) for a molecular structure, C30H22CoFN4O7.

Its energy relative to the best compared isomer or geometry (same formula, charge and spin) is 0.217 eV. Its spin multiplicity is 5.

Each line ends with the Mulliken charge.
Cartesian coordinates (Å):
Co1 -0.922549 0.381280 -0.016972  1.239
O1 -2.414749 -0.567520 3.627428  -0.702
C1 -2.140449 -0.423120 2.452928  0.306
O2 -1.144549 0.216080 1.983528  -0.455
C2 -3.052349 -1.047720 1.386028  0.138
C3 -4.117349 -1.895020 1.739728  -0.755
C4 -4.874449 -2.441620 0.740228  -0.738
C5 -4.559049 -2.164820 -0.606972  1.073
C6 -5.267649 -2.709420 -1.697472  -0.805
C7 -4.878949 -2.437320 -2.979972  -0.570
C8 -3.770749 -1.610320 -3.232572  -0.806
C9 -3.075949 -1.045920 -2.199572  -0.558
C10 -3.455949 -1.305520 -0.869572  0.408
N1 -2.762349 -0.763620 0.145128  0.893
H1 -4.287749 -2.083120 2.789028  0.562
H2 -5.705849 -3.096520 0.957828  0.424
H3 -6.110249 -3.355520 -1.499772  0.410
H4 -5.419449 -2.862820 -3.812472  0.404
H5 -3.468349 -1.435820 -4.254372  0.417
H6 -2.210649 -0.414320 -2.355072  0.237
C11 5.195951 -3.822320 1.447928  -1.820
C12 5.448851 -2.632120 0.525028  0.515
C13 6.599251 -1.797520 1.085028  -0.946
C14 6.908251 -0.644220 0.145528  -1.044
C15 5.667851 0.172980 -0.052472  1.154
C16 5.758051 1.529380 -0.279272  -0.752
C17 4.605351 2.283680 -0.473872  0.109
F1 4.735751 3.613280 -0.631072  -0.346
C18 3.365451 1.701380 -0.506272  -1.207
C19 3.254151 0.325080 -0.274972  0.419
C20 1.931051 -0.283520 -0.354772  2.074
O3 0.954651 0.370280 -0.793172  -1.323
C21 1.889551 -1.643320 0.065028  -0.352
C22 3.031051 -2.308120 0.399828  -0.034
N2 4.265451 -1.781720 0.339828  0.236
C23 4.402651 -0.447620 0.008428  -0.731
C24 0.559751 -2.392920 0.104028  -0.216
O4 0.585251 -3.589920 0.350528  -0.773
O5 -0.466249 -1.704920 -0.161272  -0.351
H7 6.152651 -4.286720 1.675928  0.441
H8 4.570051 -4.580020 0.987028  0.503
H9 4.744551 -3.497220 2.382528  0.389
H10 5.732851 -3.006020 -0.470272  0.128
H11 7.476151 -2.433820 1.204428  0.371
H12 6.318851 -1.406220 2.065728  0.329
H13 7.248151 -1.023420 -0.824172  0.334
H14 7.705151 -0.020820 0.549028  0.442
H15 6.719051 2.019980 -0.295272  0.504
H16 2.468451 2.274680 -0.678872  0.627
H17 2.919151 -3.335420 0.708828  0.648
O6 -0.259349 2.416580 0.287728  -0.315
N3 -1.165149 3.295880 0.251228  -0.428
N4 -2.303849 2.910880 -0.162572  1.033
O7 -2.505549 1.674880 -0.553072  -0.879
C25 -3.388749 3.809880 -0.132672  0.232
C26 -3.152349 5.180480 -0.076772  -0.355
C27 -4.222449 6.051780 0.016528  -0.538
C28 -5.522249 5.566380 0.057728  -0.450
C29 -5.751849 4.202680 -0.028572  -0.555
C30 -4.689849 3.320480 -0.129272  -0.250
H18 -2.136749 5.541880 -0.093172  0.473
H19 -4.037449 7.115380 0.055028  0.371
H20 -6.354749 6.249180 0.158128  0.378
H21 -6.760749 3.816780 -0.014772  0.379
H22 -4.856649 2.256780 -0.181472  0.448

Forces on atoms 1 to 3 (eV/Å):
Co -0.5 -0.4 1.0
O -0.1 -0.1 -0.1
C -0.9 -0.6 0.2


[2]
Density functional theory data (wB97M-V/def2-TZVPD) for 2 unconnected molecules or ions with the total composition C14H35NO5P2.

As for the SMILES: CCCCCCCCCP(OCCNC[C@H](C)O)#P(O)O.O.

Each line ends with the Mulliken charge.
Cartesian coordinates (Å):
C1 1.538334 5.749614 -0.110851  -1.100
C2 2.047459 4.874942 -1.258877  -0.557
C3 1.007336 4.569882 -2.340512  -0.843
C4 -0.332652 4.052904 -1.814333  -0.305
C5 -1.055188 3.190287 -2.846003  -0.883
C6 -2.491231 2.800785 -2.473402  -0.932
C7 -2.697205 2.415753 -1.005999  -0.893
C8 -1.833664 1.229843 -0.559818  -0.493
C9 -2.488648 -0.116331 -0.879240  -0.714
P1 -1.267067 -1.497975 -0.768913  -0.218
O1 -0.563907 -1.127373 0.693656  0.352
C10 0.854136 -0.899503 0.739040  -0.954
C11 1.455296 -1.769881 1.820906  -0.669
N1 1.726859 -3.104892 1.308182  -0.164
C12 2.234252 -3.995847 2.339796  -0.877
C13 2.533891 -5.433552 1.863424  0.517
C14 2.662658 -5.606595 0.350840  -1.322
O2 1.503144 -6.333499 2.285014  -0.561
P2 -2.635753 -3.119492 -0.130100  0.095
O3 -2.760120 -2.814608 1.463911  -0.426
O4 -1.493215 -4.323255 0.023757  -0.410
H1 1.572895 6.807589 -0.378866  0.306
H2 2.144846 5.622879 0.786843  0.325
H3 0.510025 5.508134 0.160054  0.281
H4 2.895177 5.379510 -1.729912  0.401
H5 2.433183 3.930175 -0.863993  0.304
H6 1.424806 3.807621 -3.007146  0.378
H7 0.847620 5.455719 -2.963899  0.367
H8 -0.165707 3.487476 -0.890909  0.377
H9 -0.981221 4.890401 -1.536483  0.344
H10 -1.084544 3.754080 -3.784460  0.503
H11 -0.458570 2.296615 -3.056437  0.345
H12 -3.156552 3.634108 -2.716540  0.413
H13 -2.808983 1.962440 -3.102104  0.277
H14 -2.515390 3.280586 -0.364252  0.387
H15 -3.749416 2.150580 -0.861549  0.427
H16 -0.859857 1.276062 -1.060610  0.307
H17 -1.626479 1.288116 0.510126  0.296
H18 -2.834916 -0.121504 -1.918836  0.357
H19 -3.361539 -0.270194 -0.237834  0.438
H20 1.289337 -1.156493 -0.230253  0.567
H21 1.032131 0.161107 0.931273  0.261
H22 2.391060 -1.326589 2.173368  0.481
H23 0.761475 -1.777708 2.677592  0.305
H24 0.852660 -3.492401 0.955962  0.149
H25 3.139798 -3.544293 2.756020  0.400
H26 1.520909 -4.076078 3.178217  0.318
H27 3.476241 -5.742946 2.328878  0.268
H28 3.545250 -6.192313 0.095639  0.346
H29 1.792400 -6.150335 -0.017222  0.297
H30 2.727215 -4.645549 -0.155017  0.320
H31 1.309331 -6.168910 3.211774  0.303
H32 -1.977975 -2.365783 1.813350  0.293
H33 -1.321625 -4.754064 -0.818504  0.303
O5 -2.132656 -0.229621 3.500733  -0.692
H34 -1.756829 -0.582910 2.687590  0.285
H35 -2.973129 -0.679962 3.629503  0.321

Forces on atoms 1 to 3 (eV/Å):
C 0.0 0.1 0.0
C 0.0 0.1 0.0
C 0.1 0.0 0.0


[3]
Density functional theory data (wB97M-V/def2-TZVPD) for CH3NS2 in the gas phase.

Its energy relative to the best compared isomer or geometry (same formula, charge and spin) is 1.970 eV. As for the SMILES: S/C=N/S.

Each line ends with the Mulliken charge.
Cartesian coordinates (Å):
S1 -1.974948 0.487741 -0.075939  -0.209
C1 -0.364339 0.617669 0.531830  0.177
N1 0.288582 -0.335942 0.032511  -0.448
S2 1.975384 -0.583749 0.097290  -0.147
H1 -1.436112 -0.306044 -0.870793  0.161
H2 -0.190520 1.422781 1.314681  0.294
H3 1.701952 -1.302457 -1.029580  0.172

Forces on atoms 1 to 3 (eV/Å):
S -2.8 2.7 1.8
C -0.3 0.4 1.4
N 1.7 0.6 0.6


[4]
Density functional theory data (wB97M-V/def2-TZVPD) for 5 unconnected molecules or ions with the total composition C23H36N5O2.

Its net charge is +1. Its energy relative to the best compared isomer or geometry (same formula, charge and spin) is 0.000 eV.

Each line ends with the Mulliken charge.
Cartesian coordinates (Å):
C1 -4.746167 -2.864483 -3.082456  -0.898
C2 -4.113106 -1.889145 -4.052884  0.749
O1 -4.573884 -0.784542 -4.216775  -0.548
O2 -2.964174 -2.235808 -4.760668  -0.428
C3 -1.825163 -1.841842 -3.938142  -0.699
C4 -1.414018 -3.029945 -3.014567  -0.121
C5 0.018538 -3.485443 -3.423481  -0.873
C6 0.718083 -4.326995 -2.330975  -0.757
C7 1.729051 -3.560032 -1.439224  -1.192
C8 1.397015 -2.074706 -1.151985  0.562
C9 2.359546 -1.152955 -1.923792  -1.315
C10 1.989591 0.340450 -1.872931  -1.466
C11 1.677939 0.867239 -0.500211  0.598
C12 2.270783 0.385355 0.666082  0.172
C13 1.924313 0.879190 1.906745  -0.866
C14 0.991635 1.866390 1.974736  -0.546
N1 0.465580 2.337778 0.856623  0.095
C15 0.772484 1.873348 -0.359705  -0.366
H1 -5.246797 -3.648056 -3.658165  0.316
H2 -4.035464 -3.332887 -2.398637  0.244
H3 -5.464032 -2.312305 -2.476711  0.313
H4 -2.092218 -0.955603 -3.349870  0.337
H5 -1.027245 -1.592650 -4.637667  0.388
H6 -2.104000 -3.855872 -3.181002  0.611
H7 -1.483776 -2.678557 -1.977579  -0.007
H8 0.653793 -2.642127 -3.704808  0.152
H9 -0.130834 -4.132519 -4.293548  0.585
H10 1.304838 -5.093960 -2.852103  0.318
H11 -0.002547 -4.867221 -1.712071  0.397
H12 1.742879 -4.081875 -0.475536  0.322
H13 2.757810 -3.618033 -1.809412  0.426
H14 0.379813 -1.782818 -1.414425  -0.217
H15 1.482555 -1.932555 -0.068910  0.521
H16 2.336629 -1.458119 -2.975252  0.524
H17 3.402530 -1.274006 -1.606234  0.408
H18 2.778642 0.957728 -2.314701  0.463
H19 1.115385 0.473013 -2.525724  0.447
H20 2.996658 -0.409817 0.541260  0.537
H21 2.381849 0.460873 2.793317  0.516
H22 0.727460 2.246223 2.955033  0.431
H23 -0.214814 3.085075 0.916937  0.310
H24 0.288067 2.301358 -1.228551  0.483
C16 -3.550119 -0.125246 -0.106204  -0.870
C17 -2.512933 -1.159001 -0.064900  0.535
N2 -1.694790 -1.971705 -0.036028  -0.478
H25 -3.940320 -0.032449 -1.119604  0.233
H26 -4.363612 -0.392660 0.565331  0.331
H27 -3.132057 0.830722 0.203828  0.250
C18 5.508736 3.480208 0.062425  -0.932
C19 5.211022 2.168617 -0.515967  0.480
N3 4.986475 1.133435 -0.971179  -0.395
H28 6.472668 3.450095 0.566290  0.310
H29 5.541244 4.231370 -0.724306  0.298
H30 4.738420 3.750075 0.782756  0.267
C20 0.919954 3.623080 6.647889  -0.900
C21 1.137635 2.368457 5.926420  0.501
N4 1.313017 1.379691 5.358269  -0.447
H31 -0.032274 3.593556 7.163680  0.233
H32 1.716103 3.769695 7.376814  0.336
H33 0.918758 4.452818 5.949966  0.318
C22 -3.515948 3.834286 5.907869  -0.783
C23 -2.285306 4.628064 5.893759  0.393
N5 -1.314946 5.250801 5.888857  -0.432
H34 -3.885544 3.708268 4.892283  0.264
H35 -3.319549 2.854986 6.340926  0.279
H36 -4.273686 4.341060 6.501888  0.286

Forces on atoms 1 to 3 (eV/Å):
C 0.2 0.0 -0.1
C -0.1 1.2 -0.5
O 0.1 -0.7 0.2


Number 1: energy -92103.1796 eV. Number 2: energy -45392.0816 eV. Number 3: energy -24244.1455 eV. Number 4: energy -35972.8460 eV.